# 1
11
Properties=species:S:1:pos:R:3:forces:R:3 method="wB97M-V/def2-TZVPD" e_above_lowest_kj_mol=221.6 gap_ha=0.3250 smiles=Oc1coc(O)c1
C -0.3015 0.3802 -0.5397 -4.607 -1.818 -4.026
C -0.1048 -1.0784 -0.2805 0.597 4.299 2.715
H -1.1714 0.8628 -1.1566 2.160 -1.139 0.522
O 0.4591 2.3632 0.4637 0.433 0.049 3.326
C 0.1451 1.0610 0.4808 1.600 2.310 -0.950
O 0.6863 0.3330 1.4086 0.455 -1.630 0.213
H 0.8361 -1.7361 1.7213 -0.475 0.922 -1.434
C 0.5225 -0.9926 0.9296 0.706 -2.032 1.909
H -0.7461 -1.9248 -1.8193 -0.181 0.249 -0.907
H 0.2523 2.8621 -0.2952 -0.653 0.152 -1.561
O -0.5776 -2.1303 -0.9128 -0.035 -1.362 0.194

# 2
73
Properties=species:S:1:pos:R:3:forces:R:3 method="wB97M-V/def2-TZVPD" e_above_lowest_kj_mol=405.4 spin_multiplicity=3 gap_ha="0.1314 / 0.2140" total_charge=-1 s2=2.035
H 3.7195 1.7580 -5.7601 0.081 -0.060 -0.021
O -0.4982 -6.0448 0.4499 0.159 -0.401 0.185
C 0.8185 0.3405 -4.5424 0.097 -0.111 -0.532
H -2.1536 -0.8145 -2.4098 0.050 -0.075 0.031
O -2.3755 4.8582 4.0051 -0.039 -0.220 0.301
H -2.8315 4.4046 0.0385 -0.112 0.179 -0.015
H 0.8779 4.2122 -1.9933 -0.082 0.020 0.073
C -2.5414 -4.9010 1.0277 0.240 0.052 0.007
H -3.0534 0.3139 -0.3699 0.127 -0.099 -0.034
N -1.3614 1.2937 0.5353 0.387 -0.276 0.258
H 2.0109 -2.7541 0.9359 0.103 -0.069 0.143
C 2.8595 2.7647 -4.1248 0.307 -0.431 -0.719
C -2.4091 3.5852 0.5974 0.336 -0.021 1.054
N 2.7701 4.9004 -2.3727 -0.297 0.459 0.574
H -2.7334 -5.5117 1.9105 0.006 -0.024 0.043
H 0.3866 -6.0315 0.8598 -0.027 -0.145 -0.207
H 1.6097 0.8427 -2.5987 -0.104 -0.176 -0.001
C -1.3328 2.6713 2.5458 0.910 -1.615 -0.230
N 0.5671 -0.1892 1.4114 -0.272 -0.078 0.388
Ni -0.0822 -0.2948 -0.4458 -0.193 0.851 -0.087
H -3.4153 1.1318 1.2288 0.028 0.089 0.040
C -0.2855 -0.2695 -5.1703 0.057 -0.011 0.235
O 1.9158 -1.8033 0.6761 0.129 -0.057 0.316
H 1.3213 -0.1610 6.1566 0.077 -0.024 -0.104
C -1.3608 -0.6718 -4.4116 -0.089 0.020 0.149
H 0.6813 -2.7532 5.2970 -0.065 -0.053 0.002
H -1.3847 5.6613 2.3787 -0.104 -0.015 0.066
O -1.5951 -4.2141 -1.8648 -0.036 -0.258 0.451
H -2.3173 5.7205 4.4275 0.010 -0.082 -0.069
H -0.2905 -0.3892 -6.2461 0.021 0.006 -0.043
O 0.6595 -2.0454 5.9526 -0.202 -0.257 0.068
C 1.1951 -0.6521 4.0572 0.366 -0.452 -0.335
C 3.8730 4.6688 -3.0994 0.330 -0.288 -0.443
O 0.7508 -3.9454 -1.1031 -0.252 0.083 0.008
C 1.4133 -1.1533 1.7317 0.367 0.246 0.002
H -1.9709 2.4415 -1.1895 0.084 -0.140 0.023
C -1.0581 -4.8002 0.7657 0.428 1.132 -0.417
H -0.1696 0.9492 4.4863 -0.024 0.040 0.083
H -3.0221 -5.3597 0.1624 -0.135 -0.003 0.081
C 0.7681 0.4269 -3.1351 0.132 0.124 0.143
C 1.7606 -1.4331 3.0498 -0.141 0.594 0.380
H -0.9079 -4.9064 3.7917 -0.313 0.093 0.252
C -2.0577 3.7121 1.8990 -0.958 0.713 -1.175
H 2.5547 -1.3128 5.5735 -0.153 0.164 0.001
C -0.9304 1.5540 1.8699 -1.137 1.660 0.155
C 3.9718 3.6314 -3.9885 0.085 0.392 0.325
O -0.1104 -5.0669 3.2891 0.352 -0.092 -0.220
H -2.2344 -1.1062 -4.8740 -0.115 -0.070 -0.031
C -0.0035 0.5709 2.3720 1.179 -1.172 0.458
C 0.3087 0.3577 3.7206 -0.351 0.298 -0.589
O 1.3978 -4.2769 1.4831 1.028 -0.083 -0.472
C 1.4993 -1.0074 5.4890 0.241 0.129 0.016
P 0.0327 -3.9046 2.0760 -1.567 -0.314 1.052
H 2.4420 -2.2390 3.2792 0.077 -0.067 -0.041
P -0.7343 -3.6430 -0.6336 -0.370 -0.247 -0.957
H 2.0490 0.2105 -6.2664 -0.065 -0.001 -0.054
C -2.1593 2.3370 -0.1254 -0.385 0.337 -0.406
O -1.0332 -2.2017 -0.4302 -0.053 -0.395 0.466
C -2.7919 1.0806 0.3442 -0.176 -0.036 -0.094
H 1.2644 -4.0715 -0.2747 0.299 -0.254 0.091
H -0.9937 2.8489 3.5516 0.133 -0.042 0.155
C -1.3268 -0.5046 -3.0351 -0.471 -0.116 -0.196
C 1.7810 4.0379 -2.5716 0.107 0.255 0.110
H -2.9376 -3.8986 1.1759 -0.211 0.065 0.051
N 1.7544 3.0107 -3.3794 -0.581 -0.168 0.038
H 4.6936 5.3628 -2.9436 0.065 -0.028 -0.062
C -2.2564 5.0290 2.6070 0.085 0.427 -0.435
C 1.9392 0.7471 -5.3281 -0.493 -0.397 -0.121
H -3.1513 5.5326 2.2092 0.209 -0.130 -0.026
N -0.2596 0.0160 -2.4086 0.146 -0.236 0.023
H 4.8670 3.4668 -4.5697 0.102 0.007 -0.036
H -1.2587 -3.8309 -2.6750 0.026 0.177 -0.553
C 2.8751 1.7151 -5.0804 0.608 0.679 0.430

# 3
9
Properties=species:S:1:pos:R:3:forces:R:3 method="wB97M-V/def2-TZVPD" e_above_lowest_kj_mol=269.1 spin_multiplicity=3 gap_ha="0.3146 / 0.2629" s2=2.013
N -0.8896 -0.3388 -0.6268 -1.313 0.429 0.191
H 1.5004 -0.8052 -0.0789 0.165 1.017 2.019
H 0.2910 1.3622 -0.9875 0.235 0.234 -0.441
O -0.5602 -0.8935 -1.6684 0.808 -0.433 -0.790
Cl 0.8661 -0.5857 2.1825 1.041 0.304 -1.919
H -0.5336 1.1635 0.7105 -0.251 0.553 0.274
O -1.8187 -0.7502 0.0911 0.302 0.060 0.231
C -0.2805 0.8349 -0.2664 -1.714 0.511 -0.417
N 1.4251 0.0129 0.6437 0.728 -2.675 0.852

# 4
39
Properties=species:S:1:pos:R:3:forces:R:3 method="wB97M-V/def2-TZVPD" e_above_lowest_kj_mol=56.6 gap_ha=0.3171 smiles="CCc1nnc(SCC(=O)Nc2ccccc2Cl)nc1CC"
H 4.0571 1.4354 0.9151 0.005 -0.013 0.063
C -3.3611 -0.6218 1.5717 0.090 -0.070 0.146
C -0.7622 -3.4151 -0.8240 0.638 0.102 0.188
O -1.2893 -2.6071 1.3696 -0.008 0.008 0.198
C -1.5002 -2.5331 0.1825 -0.206 -0.337 -0.273
H 0.5776 2.6500 0.2798 0.059 -0.062 0.099
C -4.9254 1.1787 1.2691 -0.035 0.052 0.004
Cl -3.8918 -0.1050 -2.3582 -0.017 0.016 -0.147
C 4.0470 0.3851 0.6272 0.082 0.035 -0.081
C -4.1899 0.3511 2.0994 -0.043 0.046 -0.102
H 2.2414 4.0801 -0.8620 0.051 0.109 -0.057
C 2.2711 3.0019 -0.9978 -0.100 0.026 0.197
H 4.7282 0.7243 -1.4060 0.016 0.034 -0.095
N 0.2829 -0.9508 -0.6171 0.229 -0.659 -0.215
H 5.0051 -0.9118 -0.8029 0.029 -0.066 -0.048
H -5.3945 1.6693 -0.7674 -0.019 0.020 -0.087
C 1.5769 0.8221 0.0108 0.204 -0.243 0.124
C 1.2884 -1.7549 -0.2985 0.090 0.503 -0.120
H 4.3644 -0.2205 1.4782 -0.058 0.090 0.051
C 1.6099 2.3074 0.1943 0.146 0.053 -0.142
N 2.4910 -1.3486 0.0975 0.154 -0.254 0.067
H 1.7407 2.7534 -1.9139 -0.017 -0.009 -0.101
C 5.0148 0.1408 -0.5330 -0.046 0.060 0.110
H -5.5729 1.9363 1.6821 -0.061 0.072 0.033
H -0.8770 -3.0735 -1.8509 -0.121 -0.022 0.042
H 6.0240 0.4218 -0.2433 0.096 0.010 -0.030
C -3.2484 -0.7832 0.1934 -0.115 0.101 0.087
H -2.7857 -1.2634 2.2175 0.007 -0.020 -0.003
N 0.4369 0.3266 -0.4391 -0.132 0.926 0.052
N -2.4437 -1.7475 -0.4038 -0.474 -0.007 -0.407
C -3.9993 0.0621 -0.6309 -0.010 0.031 0.161
C -4.8290 1.0327 -0.1046 0.026 -0.033 0.043
H -2.4531 -1.6982 -1.4159 0.208 -0.135 0.274
C 2.6676 -0.0494 0.2445 -0.444 0.014 -0.006
S 1.0147 -3.4645 -0.4181 -0.252 -0.432 -0.075
H 2.1393 2.5588 1.1153 -0.067 0.040 0.023
H 3.3091 2.6966 -1.1047 0.130 -0.009 -0.057
H -4.2609 0.4600 3.1708 0.005 -0.004 0.097
H -1.1033 -4.4461 -0.7268 -0.039 0.028 -0.014

# 5
62
Properties=species:S:1:pos:R:3:forces:R:3 method="wB97M-V/def2-TZVPD" e_above_lowest_kj_mol=165.9 gap_ha=0.3387 smiles="CC(=O)c1cccc(N(CC(=O)NC2CCCCC2)C(=O)Cn2nnc(-c3ccccc3)n2)c1"
H -0.4958 3.7311 0.2549 -0.002 -0.220 0.056
C 5.8164 -1.5049 -0.2799 -0.072 0.015 0.425
H 6.8062 -1.6550 1.6215 0.008 -0.061 0.080
O -4.8093 -2.5680 -0.9510 0.027 0.003 0.013
C 7.0828 -1.5501 0.5705 0.121 0.024 -0.339
C 2.5376 -0.1946 -0.1619 -0.188 0.009 -0.620
H 8.2237 -0.1979 -0.6539 0.068 0.006 -0.059
C -7.4069 -0.4732 1.2321 -0.064 -0.023 -0.025
C 1.3982 -0.0689 -1.1902 0.151 0.217 0.180
H -0.5686 2.4743 1.5196 -0.077 0.044 -0.161
H 1.7315 0.5025 -2.0602 0.016 -0.136 0.032
C 4.9788 -0.2799 0.0892 0.143 -0.073 -0.147
C -0.8466 -0.5102 1.2707 0.066 -0.034 -0.219
C 7.0601 0.9503 0.7456 0.123 0.008 -0.338
H 7.6817 -2.4195 0.2928 -0.010 -0.044 0.088
C 0.4816 1.9241 -0.2869 -0.470 0.201 0.022
H 6.0878 -1.4505 -1.3376 -0.013 -0.017 -0.103
H -8.3010 -1.0038 1.5238 -0.069 -0.040 0.020
O 2.3113 -0.2770 1.0258 -0.117 0.023 0.427
C -6.1344 0.6816 -0.4401 0.172 0.083 0.097
H 1.0724 -1.0650 -1.4951 0.030 0.091 0.018
H 3.8781 -0.0823 -1.6935 -0.161 0.051 0.034
H 4.6524 -0.3564 1.1311 0.063 0.010 -0.110
O 1.4939 2.5090 -0.6087 0.186 0.171 0.118
H 6.0653 1.0966 -1.1584 -0.014 0.032 -0.101
H -4.4253 0.5358 2.4753 0.061 -0.015 0.089
C -1.7619 -0.6216 -0.9606 -0.113 -0.132 0.163
C -2.8370 -1.3681 -0.4862 0.347 -0.116 0.477
H -1.6825 -0.3504 -2.0022 -0.027 0.081 -0.087
C -7.2813 0.0131 -0.0590 -0.105 -0.046 0.010
N -3.5805 1.8529 -1.2057 -0.560 -0.056 -0.163
H -6.4870 -0.6598 3.1565 -0.008 -0.025 0.076
H -1.9441 -1.5498 2.7798 -0.012 -0.021 0.112
H 8.7898 -0.3101 1.0136 0.074 0.006 -0.061
C -6.3860 -0.2817 2.1498 -0.019 -0.027 0.084
C -5.1026 0.8639 0.4769 -0.491 -0.216 0.211
H -6.0215 1.0671 -1.4415 -0.007 0.024 -0.115
H 5.2271 -2.4110 -0.1272 -0.050 0.004 -0.078
C -3.9792 -1.7822 -1.3487 -0.099 0.002 -0.298
C -3.8724 1.5035 0.0669 0.946 0.480 0.146
C -4.0593 -1.1470 -2.7106 -0.282 -0.126 -0.021
N -2.8458 1.7758 0.8681 -0.560 -0.123 0.330
C -1.8966 -1.2831 1.7352 -0.047 -0.035 -0.024
N 0.2800 0.6205 -0.5748 0.209 -0.468 -0.333
C -0.7900 -0.1754 -0.0769 -0.155 -0.266 0.264
H 6.7848 0.9042 1.8011 0.005 0.050 0.088
H -0.0571 -0.1785 1.9271 0.099 0.024 0.036
H -4.9994 -1.4231 -3.1808 -0.009 -0.045 0.002
C -0.6475 2.6645 0.4465 0.910 0.401 0.042
C 5.7936 0.9995 -0.1036 -0.109 -0.053 0.403
C -5.2350 0.3846 1.7781 -0.004 0.088 -0.140
C -2.8872 -1.7007 0.8675 0.018 -0.059 -0.117
H 7.6426 1.8602 0.5903 -0.013 0.036 0.092
H -3.9932 -0.0638 -2.6203 0.057 0.059 -0.063
N -2.3872 2.3300 -1.1968 0.798 0.464 -0.554
N -1.9579 2.2756 0.0378 -0.988 -0.121 0.062
C 7.8976 -0.2735 0.3861 -0.055 -0.024 0.335
H -3.7285 -2.2806 1.2158 -0.068 -0.047 0.023
N 3.7648 -0.2335 -0.7035 0.324 -0.055 -0.157
H 5.1839 1.8622 0.1696 -0.045 0.016 -0.079
H -8.0786 -0.1357 -0.7717 -0.059 -0.014 -0.058
H -3.2369 -1.4966 -3.3321 0.116 0.011 -0.083